(1)
97
Properties=species:S:1:pos:R:3:forces:R:3 method="wB97M-V/def2-TZVPD" e_tot_ha=-3753.9819 charge=+3 gap_ev=5.55 e_homo_ev=-15.52 e_lumo_ev=-9.97
Ti 0.192 0.405 -0.795 -0.4229 1.1177 1.6215
C -2.932 0.598 -3.131 0.0291 -0.0550 0.1023
C -2.165 -0.730 -3.146 0.1303 0.2355 0.1368
P -1.491 -1.245 -1.511 -0.7742 -1.5114 -0.3070
C -2.884 -1.749 -0.460 0.3191 0.4318 0.0157
C -3.614 -2.885 -0.810 0.0827 0.1143 -0.0026
C -4.577 -3.372 0.055 -0.0155 -0.0201 -0.0851
C -4.823 -2.727 1.260 0.0149 0.1188 -0.0016
C -4.119 -1.577 1.593 -0.0890 -0.0701 0.0964
C -3.138 -1.096 0.743 0.1443 0.2173 -0.1028
C -0.620 -2.817 -1.782 0.0726 0.1427 0.2616
C -0.131 -3.374 -0.597 -0.2807 0.1748 -0.0194
C 0.611 -4.538 -0.623 0.0322 -0.0030 0.0188
C 0.874 -5.154 -1.839 -0.0253 0.0557 0.0348
C 0.379 -4.612 -3.014 0.0239 -0.0116 -0.0931
C -0.357 -3.437 -2.999 -0.1364 0.2089 0.1705
C -2.078 1.829 -2.776 -0.0005 -0.1711 -0.0108
P -1.904 1.832 -0.933 0.2310 1.5406 -0.7893
C -0.516 2.922 -0.410 -0.0225 -0.6191 0.0780
C 0.213 3.836 -1.173 0.1464 0.0637 0.0743
C 1.208 4.588 -0.564 -0.2442 0.0098 -0.2163
C 1.472 4.450 0.793 -0.1390 -0.2135 0.1692
C 0.720 3.579 1.574 0.0837 0.1205 -0.0151
C -0.263 2.809 0.972 -0.2327 -0.1496 -0.0042
C -3.332 2.844 -0.417 -0.1557 -0.6031 0.3637
C -3.365 4.157 -0.888 0.1452 -0.1039 -0.0604
C -4.442 4.962 -0.574 0.0617 0.0344 -0.0431
C -5.479 4.471 0.206 0.0221 -0.1414 0.0756
C -5.432 3.171 0.681 -0.1281 0.0399 0.0816
C -4.359 2.348 0.376 0.0723 -0.0885 -0.0541
H -3.763 0.535 -2.413 -0.0447 -0.0699 -0.2491
H -3.369 0.752 -4.120 -0.0525 -0.0374 0.0914
H -1.320 -0.685 -3.847 -0.1900 -0.0465 0.0142
H -2.832 -1.543 -3.466 0.2088 0.0980 0.0503
H -3.414 -3.391 -1.744 0.0039 -0.1375 -0.0465
H -5.133 -4.258 -0.209 -0.0527 -0.0623 -0.0153
H -5.568 -3.117 1.937 -0.0530 -0.0046 0.0224
H -4.339 -1.067 2.518 0.0090 0.0497 0.1215
H -2.563 -0.202 1.002 -0.1984 -0.2695 0.0325
H -0.391 -2.884 0.343 0.1197 -0.3059 -0.0953
H 0.974 -4.977 0.293 0.0396 -0.0600 0.1221
H 1.458 -6.060 -1.870 0.0321 -0.1269 -0.0001
H 0.564 -5.112 -3.951 0.0320 -0.0480 -0.1303
H -0.728 -3.032 -3.929 -0.0486 0.0412 -0.0923
H -2.623 2.729 -3.080 0.2065 -0.0432 0.1668
H -1.107 1.817 -3.286 -0.2922 0.0480 0.1001
H -0.010 3.978 -2.223 0.0962 -0.0853 -0.0071
H 1.752 5.319 -1.142 0.0899 0.0370 -0.0776
H 2.246 5.044 1.252 0.0853 0.1439 0.0617
H 0.868 3.535 2.644 0.0227 0.0097 0.0028
H -0.946 2.206 1.584 0.2819 0.1062 -0.0932
H -2.558 4.546 -1.495 0.0122 0.0906 -0.0188
H -4.474 5.977 -0.934 0.0198 0.1401 -0.0777
H -6.318 5.105 0.445 -0.0738 0.0479 0.0248
H -6.238 2.799 1.294 -0.0806 -0.0793 0.0596
H -4.331 1.332 0.740 -0.0616 -0.0558 0.0219
C -1.010 -0.383 3.502 -0.0886 0.1077 -0.4063
Sb 0.483 -0.515 1.946 0.2822 -0.2826 1.5914
C 1.071 -2.508 2.534 -0.1067 0.1337 -0.2914
C 2.003 0.652 3.094 -0.3297 -0.0270 -0.4611
C 3.245 -0.119 3.316 0.6461 -0.3175 -0.0337
C 3.318 -1.000 4.395 0.2358 0.1693 -0.0276
C 4.437 -1.788 4.606 0.0077 -0.0682 -0.1407
C 5.499 -1.731 3.713 -0.1545 -0.1140 0.1614
C 5.451 -0.851 2.650 -0.1858 0.2350 0.0268
C 4.354 -0.010 2.454 -0.1207 -0.5477 0.7312
C 4.421 1.012 1.399 -0.6996 0.5079 -0.5400
Sb 2.974 0.622 -0.227 1.5549 -1.0450 0.4729
C 3.371 -1.502 -0.155 -0.1736 0.1598 -0.0091
C 4.256 1.032 -1.908 -0.4427 0.2473 -0.1338
H -1.396 0.624 3.635 0.0119 0.0768 -0.0623
H -0.518 -0.695 4.419 0.1999 -0.0042 -0.0005
H -1.831 -1.066 3.308 -0.0535 -0.0511 -0.1225
H 1.706 -2.409 3.415 -0.0718 0.0744 -0.1249
H 1.608 -3.046 1.758 0.0192 0.0891 -0.0395
H 0.167 -3.053 2.802 -0.0558 0.0706 -0.0709
H 1.506 0.847 4.042 -0.1680 0.1139 -0.0663
H 2.181 1.586 2.560 -0.1572 -0.0333 0.1415
H 2.504 -1.035 5.105 -0.1230 -0.0360 0.0680
H 4.469 -2.461 5.449 0.0440 -0.0215 0.1072
H 6.365 -2.359 3.856 0.0786 -0.0413 0.0220
H 6.294 -0.787 1.979 0.1371 0.0516 -0.1016
H 5.375 0.985 0.884 0.0586 0.0515 -0.1661
H 4.252 2.012 1.784 -0.0022 0.1756 -0.0355
H 4.322 -1.674 -0.661 -0.0430 0.0222 0.0069
H 2.583 -2.076 -0.647 0.1370 0.0584 0.0671
H 3.480 -1.808 0.886 -0.0337 -0.0006 -0.0610
H 5.260 1.195 -1.520 -0.0534 -0.0418 0.0894
H 3.945 1.923 -2.454 0.0267 -0.0607 0.0172
H 4.271 0.166 -2.572 -0.0394 0.0499 0.1162
C 1.606 0.147 -4.292 -0.0978 -0.0682 -0.0018
C 1.214 0.257 -2.864 0.7609 -0.5236 -1.7731
O 1.150 -0.745 -2.092 0.0538 -0.4075 -0.2305
O 0.926 1.364 -2.316 -0.1282 0.9481 -0.3726
H 1.307 -0.815 -4.711 -0.0244 0.0486 0.0994
H 2.694 0.197 -4.359 0.0816 0.0273 0.0602
H 1.206 0.977 -4.869 -0.0395 0.0281 0.0089

=====

(2)
9
Properties=species:S:1:pos:R:3:forces:R:3 method="wB97M-V/def2-TZVPD" e_tot_ha=-337.8536 charge=-1 gap_ev=6.91 e_homo_ev=-2.39 e_lumo_ev=4.53
C 0.518 -0.952 0.313 1.7974 3.1952 3.5825
C 0.170 0.586 0.321 -1.6441 -2.0750 -1.9884
N 0.973 -1.302 1.489 -0.5715 -2.0308 -3.4771
N 0.894 -0.499 2.427 0.9548 1.6920 4.6023
O 1.801 -0.294 3.326 -0.9989 -0.2198 -1.7840
O 0.379 1.014 1.546 0.3964 1.2681 0.2868
H 0.036 -1.600 -0.278 -1.2210 -2.6877 -2.2749
H 0.620 0.981 -0.601 1.0361 0.8953 0.2602
H -0.917 0.620 -0.048 0.2508 -0.0373 0.7925

=====

- Among the records above, which one has the highest charge?
  C41H49O2P2Sb2Ti

=====

What did the second record say?
9
Properties=species:S:1:pos:R:3:forces:R:3 method="wB97M-V/def2-TZVPD" e_tot_ha=-337.8536 charge=-1 gap_ev=6.91 e_homo_ev=-2.39 e_lumo_ev=4.53
C 0.518 -0.952 0.313 1.7974 3.1952 3.5825
C 0.170 0.586 0.321 -1.6441 -2.0750 -1.9884
N 0.973 -1.302 1.489 -0.5715 -2.0308 -3.4771
N 0.894 -0.499 2.427 0.9548 1.6920 4.6023
O 1.801 -0.294 3.326 -0.9989 -0.2198 -1.7840
O 0.379 1.014 1.546 0.3964 1.2681 0.2868
H 0.036 -1.600 -0.278 -1.2210 -2.6877 -2.2749
H 0.620 0.981 -0.601 1.0361 0.8953 0.2602
H -0.917 0.620 -0.048 0.2508 -0.0373 0.7925